The following is a quantum chemistry calculation of a 12-piece molecular cluster, C47H72Cl23F3N3O5P overall in a non-equilibrium geometry, from OMol25.

Output
* Kohn-Sham gap: 6.85 eV
* E_HOMO: -0.2951 hartree
* LUMO level: -1.18 eV
* electronic energy: -13599.8869 hartree

Positions of all 154 atoms, in Å:
C1 5.73667 -5.23759 4.07922
C2 4.77372 -4.62883 3.01024
C3 5.20390 -3.97907 1.73410
C4 4.20140 -3.42637 0.80746
C5 2.77293 -3.47135 1.09610
C6 1.67050 -2.90349 0.12755
C7 1.24663 -4.09422 -0.82423
C8 2.13782 -1.59524 -0.63304
C9 2.33767 -4.09141 2.35179
O1 0.95186 -4.08684 2.60079
C10 0.68305 -3.34756 3.80077
C11 -0.27812 -2.13509 3.60060
C12 -1.71810 -2.44481 3.51982
C13 -2.71299 -1.39470 3.37786
C14 -4.25836 -1.57883 3.28421
C15 -4.84379 -2.87434 3.99711
N1 -4.98004 -3.93902 2.99686
N2 -4.14713 -3.27539 5.23729
N3 -6.25098 -2.52660 4.40619
C16 -2.21209 -0.00384 3.27902
C17 -0.77056 0.31937 3.34099
C18 0.22977 -0.76133 3.50009
C19 1.75233 -0.40491 3.56664
O2 2.18002 -0.11162 2.21992
C20 3.38247 0.53528 2.18653
F1 3.44294 1.67794 2.93137
F2 3.59072 0.91838 0.87665
F3 4.42320 -0.29868 2.50830
C21 -0.33228 1.82588 3.26407
O3 0.67906 2.20891 2.73396
C22 -1.34461 2.83142 3.91779
C23 -2.66973 2.52827 3.84287
P1 -4.03657 3.58795 4.59572
O4 -5.02015 2.42477 5.34831
Cl1 -3.26475 4.72217 6.18444
C24 -3.15813 1.22354 3.12044
O5 -4.17573 1.23327 2.47446
C25 3.32176 -4.66722 3.26376
H1 6.56104 -4.50218 4.27970
H2 6.22146 -6.18984 3.76013
H3 5.14056 -5.39596 5.01697
H4 6.27941 -3.90694 1.50378
H5 4.55560 -2.94646 -0.13959
H6 0.75020 -2.63031 0.71317
H7 2.11571 -4.49373 -1.43353
H8 0.36113 -3.81650 -1.46110
H9 0.88725 -4.92519 -0.15509
H10 3.21016 -1.34552 -0.44256
H11 1.53129 -0.73962 -0.23762
H12 1.91487 -1.70639 -1.72413
H13 0.16814 -4.05120 4.52092
H14 1.59562 -2.97101 4.32752
H15 -2.04869 -3.50484 3.58694
H16 -4.71239 -0.68536 3.79870
H17 -4.54816 -1.49418 2.19864
H18 -5.39151 -4.74429 3.47174
H19 -4.08136 -4.15451 2.56429
H20 -3.52950 -4.04917 4.97655
H21 -3.60364 -2.51507 5.67150
H22 -6.11375 -1.81912 5.14414
H23 -6.59131 -1.96162 3.61211
H24 1.83570 0.46010 4.27216
H25 2.36323 -1.22877 4.01275
H26 -1.00782 3.76619 4.42691
H27 -4.70289 2.27090 6.26158
H28 3.00200 -5.15436 4.21357
Cl2 -0.87003 1.45933 -5.23558
C26 -0.93280 1.51793 -3.45557
C27 0.08959 0.60538 -2.82006
Cl3 -0.29155 -1.11763 -3.07121
H29 -1.94630 1.26641 -3.14472
H30 -0.73568 2.55130 -3.16685
H31 0.11095 0.76872 -1.74114
H32 1.09126 0.79119 -3.21287
Cl4 -2.42628 4.91415 -4.37112
C28 -2.92927 4.48664 -6.02960
C29 -4.39508 4.74126 -6.26659
Cl5 -5.43904 3.62849 -5.35067
H33 -2.67072 3.44212 -6.20072
H34 -2.33688 5.10328 -6.70924
H35 -4.62446 4.59298 -7.31939
H36 -4.67502 5.75641 -5.99774
Cl6 8.76858 -8.78135 2.31467
C30 8.63365 -7.99675 0.72064
C31 8.64531 -6.48924 0.82638
Cl7 7.16587 -5.85552 1.59754
H37 7.72472 -8.35900 0.24137
H38 9.48690 -8.33155 0.12968
H39 8.69513 -6.04912 -0.17017
H40 9.50282 -6.13567 1.39736
Cl8 -7.69670 6.11324 -4.84891
C32 -7.10492 7.74614 -4.41229
C33 -6.84397 8.63010 -5.61466
Cl9 -5.44911 8.08422 -6.57809
H41 -6.20694 7.62143 -3.80760
H42 -7.87685 8.19990 -3.78972
H43 -6.61656 9.64352 -5.28116
H44 -7.70672 8.67508 -6.27317
Cl10 -2.58072 6.50733 -8.57793
C34 -3.08145 6.11836 -10.24711
C35 -4.54939 6.39960 -10.49389
Cl11 -5.61727 5.27990 -9.61224
H45 -2.83486 5.07437 -10.43739
H46 -2.47475 6.73805 -10.90808
H47 -4.77322 6.27604 -11.55403
H48 -4.81664 7.41599 -10.20525
Cl12 2.46399 -3.77513 -3.89678
C36 1.96310 -4.20609 -5.55008
C37 0.48907 -3.95920 -5.77808
Cl13 -0.53211 -5.08711 -4.85060
H49 2.22785 -5.24873 -5.72298
H50 2.55091 -3.58898 -6.23069
H51 0.24856 -4.10786 -6.83143
H52 0.20609 -2.94305 -5.50375
Cl14 2.54326 4.06409 -5.76594
C38 2.48337 4.12928 -3.98725
C39 3.51222 3.22306 -3.34804
Cl15 3.13527 1.49895 -3.59598
H53 1.47180 3.87186 -3.67361
H54 2.67556 5.16402 -3.70191
H55 3.53333 3.38962 -2.27027
H56 4.51083 3.41052 -3.74070
Cl16 -9.00970 7.01900 -7.54673
C40 -9.95196 7.41885 -9.00353
C41 -9.09315 7.42756 -10.24828
Cl17 -7.93512 8.78293 -10.25692
H57 -10.43458 8.38229 -8.84181
H58 -10.72973 6.66004 -9.09667
H59 -9.72295 7.54430 -11.13103
H60 -8.52920 6.50082 -10.35181
Cl18 1.26193 -0.15297 9.34400
C42 2.35928 0.76951 8.28503
C43 2.13982 0.45309 6.82351
Cl19 2.64961 -1.20472 6.41001
H61 3.38278 0.55711 8.59140
H62 2.16089 1.82614 8.46724
H63 2.73296 1.12969 6.20593
H64 1.09186 0.56490 6.54238
Cl20 -3.50416 1.08162 7.91533
C44 -3.65089 -0.34910 8.96824
C45 -2.46845 -1.27509 8.82043
Cl21 -2.43276 -2.07707 7.22789
H65 -4.58823 -0.85198 8.73276
H66 -3.70843 0.01626 9.99382
H67 -2.52086 -2.06612 9.56913
H68 -1.52631 -0.74316 8.95253
Cl22 11.81343 -4.34592 0.64445
C46 11.79767 -4.29123 2.42572
C47 12.84338 -5.19838 3.03402
Cl23 12.46516 -6.92135 2.78597
H69 10.79508 -4.55353 2.76337
H70 11.99405 -3.25754 2.71193
H71 12.88960 -5.03696 4.11155
H72 13.83190 -5.00626 2.61854